{"formula": "C36H82N4O7", "method": "ωB97M-V with the def2-TZVPD basis set", "smiles": "CC1(C)CCCC(C)(C)N1O.CC1(C)CCCC(C)(C)N1O.CC1(C)CCCC(C)(C)N1O.CC1(C)CCCC(C)(C)N1O.O.O.O", "e_lumo_ha": 0.0073, "orbital_gap_ha": 0.3249, "relative_energy_kcal_mol": 36.9, "spin_multiplicity": 1, "species": ["C", "C", "C", "C", "C", "C", "C", "C", "C", "N", "O", "H", "H", "H", "H", "H", "H", "H", "H", "H", "H", "H", "H", "H", "H", "H", "H", "H", "H", "H", "C", "C", "C", "C", "C", "C", "C", "C", "C", "N", "O", "H", "H", "H", "H", "H", "H", "H", "H", "H", "H", "H", "H", "H", "H", "H", "H", "H", "H", "H", "C", "C", "C", "C", "C", "C", "C", "C", "C", "N", "O", "H", "H", "H", "H", "H", "H", "H", "H", "H", "H", "H", "H", "H", "H", "H", "H", "H", "H", "H", "C", "C", "C", "C", "C", "C", "C", "C", "C", "N", "O", "H", "H", "H", "H", "H", "H", "H", "H", "H", "H", "H", "H", "H", "H", "H", "H", "H", "H", "H", "O", "H", "H", "O", "H", "H", "O", "H", "H"], "coordinates": [[-0.955215, -19.703462, 8.987554], [0.057213, -19.212838, 10.069628], [1.415035, -19.146460, 9.401888], [-0.161773, -17.940780, 10.807530], [-1.325079, -18.037358, 11.804441], [-1.035154, -19.140812, 12.898643], [-0.883418, -20.462125, 12.132276], [-0.390959, -21.560011, 13.070708], [-2.302211, -20.834046, 11.679805], [0.182606, -20.244305, 11.155083], [0.554057, -21.497230, 10.572781], [-0.898036, -19.146266, 8.054756], [-0.679413, -20.696542, 8.669565], [-1.966175, -19.738369, 9.371366], [2.123083, -18.746739, 10.148147], [1.808617, -20.158930, 9.156530], [1.359023, -18.493964, 8.502251], [0.739423, -17.729651, 11.376231], [-0.345359, -17.105550, 10.136183], [-1.394950, -17.075829, 12.363656], [-2.353023, -18.058188, 11.412760], [-1.835085, -19.082556, 13.667459], [-0.038312, -18.930249, 13.365661], [-0.572521, -22.603029, 12.753836], [-0.663313, -21.451109, 14.093557], [0.688093, -21.469300, 13.025569], [-2.892353, -20.007431, 11.272493], [-2.783824, -21.284376, 12.510637], [-2.239780, -21.550196, 10.847616], [-0.251058, -22.053868, 10.424177], [-3.076034, -17.781479, 2.672134], [-3.489444, -16.599323, 3.495533], [-3.591454, -15.375899, 2.583764], [-4.761611, -16.857533, 4.198377], [-4.564787, -17.779288, 5.375059], [-3.580342, -17.226616, 6.310069], [-2.195819, -17.097872, 5.622585], [-1.246162, -16.355748, 6.625867], [-1.572748, -18.455919, 5.332489], [-2.445947, -16.208098, 4.531205], [-1.268968, -15.956969, 3.817193], [-3.624324, -17.782583, 1.707031], [-2.038272, -17.786510, 2.345180], [-3.195822, -18.788608, 3.043352], [-4.495020, -15.429681, 2.004485], [-3.625292, -14.498656, 3.224016], [-2.713387, -15.348325, 1.953633], [-5.197812, -15.876390, 4.453060], [-5.536244, -17.320149, 3.559748], [-5.567200, -17.742384, 5.874430], [-4.407018, -18.803928, 5.045990], [-3.439478, -17.817106, 7.237910], [-3.872043, -16.226354, 6.571748], [-1.748538, -15.443014, 6.977868], [-0.311836, -16.067432, 6.134064], [-1.129881, -16.957130, 7.571262], [-1.382841, -18.941283, 6.305293], [-0.567975, -18.339820, 4.846761], [-2.205664, -19.148057, 4.809213], [-1.025153, -16.770444, 3.353377], [2.165984, -25.345143, 6.602256], [1.175222, -24.632713, 5.585478], [0.657971, -25.713397, 4.614039], [-0.076734, -24.203462, 6.341764], [0.211005, -23.076962, 7.298791], [0.664226, -21.867447, 6.430440], [1.962691, -22.196802, 5.703956], [2.231163, -21.064484, 4.739642], [3.132019, -22.228945, 6.691005], [1.680802, -23.449131, 4.896988], [2.936565, -23.817480, 4.239059], [3.000041, -25.789700, 6.050600], [2.583828, -24.618736, 7.317779], [1.588167, -26.154801, 7.050637], [1.405091, -25.875621, 3.856995], [0.527938, -26.585600, 5.225340], [-0.306794, -25.449356, 4.239925], [-0.832646, -23.919297, 5.588800], [-0.481091, -25.088933, 6.871024], [-0.608472, -22.762649, 7.908415], [0.993866, -23.331050, 7.986996], [0.823647, -21.102532, 7.205679], [-0.150670, -21.570406, 5.720728], [3.105482, -21.250809, 4.147392], [2.383438, -20.131695, 5.332903], [1.453712, -20.995821, 4.005716], [3.311721, -21.219448, 7.006833], [4.039104, -22.697963, 6.297070], [2.903088, -22.862968, 7.564509], [2.780901, -23.584435, 3.300870], [-3.166339, -25.476384, 9.416218], [-3.544552, -26.689251, 8.464950], [-2.274635, -27.426103, 8.095881], [-4.309385, -27.696358, 9.304064], [-5.751651, -27.290165, 9.487052], [-6.290283, -27.009232, 8.103386], [-5.596722, -25.869189, 7.296041], [-6.165700, -26.018688, 5.878065], [-5.871130, -24.492112, 7.913468], [-4.202202, -26.354925, 7.228953], [-3.401887, -25.372645, 6.531248], [-4.072518, -25.116923, 9.942565], [-2.750391, -24.603471, 8.888490], [-2.480572, -25.884702, 10.118649], [-1.543479, -26.735147, 7.701730], [-2.438601, -28.127078, 7.269744], [-1.926473, -27.888521, 9.011827], [-4.266247, -28.689685, 8.871050], [-3.758182, -27.677153, 10.226787], [-5.832617, -26.432750, 10.179503], [-6.285910, -28.027776, 10.035494], [-7.349303, -26.727218, 8.142039], [-6.215711, -27.893921, 7.484462], [-5.736758, -26.962866, 5.499060], [-7.272466, -25.934871, 5.864210], [-5.699416, -25.196543, 5.266116], [-5.696249, -24.546405, 8.981563], [-5.215981, -23.715428, 7.483308], [-6.907132, -24.256056, 7.746733], [-3.313342, -25.773236, 5.663691], [-4.475380, -19.790826, 8.412458], [-4.734888, -19.181646, 7.716381], [-5.281161, -20.146512, 8.819283], [-3.285710, -21.694782, 6.975006], [-3.409597, -21.050663, 7.643002], [-2.607973, -22.351744, 7.226855], [-4.907302, -21.219850, 4.542903], [-4.273565, -21.469373, 5.195428], [-5.621456, -21.859490, 4.732714]], "forces_ev_per_a": [[0.1675, 0.6973, 0.6038], [0.0565, -2.2197, -0.7047], [1.0125, -0.1989, -0.0470], [-1.7563, 0.6131, 0.4241], [0.2164, 1.1590, 2.0638], [0.5655, 1.2480, -1.0874], [-1.1781, 0.2853, 1.3288], [1.3556, -0.6500, -0.8495], [0.6717, -0.0462, -1.9457], [0.1056, -0.3909, -0.6738], [-0.5538, -0.5284, -0.0070], [-0.1076, 0.4522, 0.3328], [0.1408, -0.4495, 0.2089], [-0.2978, 0.2030, -0.1852], [-0.0694, 0.0732, -0.5130], [-0.4801, 0.7434, -0.1641], [0.2289, -0.4142, 0.5609], [0.1133, 0.0781, 0.0557], [0.1190, 0.0738, -0.2724], [0.3857, -0.3506, -0.2812], [0.4996, -0.6283, -0.4176], [0.5016, -0.5875, -0.4612], [-0.8595, 0.0624, -0.1825], [-0.3327, 0.5204, -0.0174], [-0.6833, 0.2543, 0.7425], [0.3573, -0.0765, 0.3230], [0.1251, -0.0850, 0.3294], [-0.6727, -0.4291, 0.6400], [-0.2323, -0.2563, 0.2565], [0.5830, 0.7995, 0.0829], [0.1084, -1.0773, -1.9449], [1.3629, 0.6105, 0.0530], [0.1854, -0.2892, 0.6306], [-1.4601, 0.0990, -0.1219], [-2.8238, 0.0401, 0.3459], [2.0830, -0.5469, 0.6444], [0.1241, 0.1856, 2.0706], [-0.9082, -0.1806, 0.4694], [1.1111, -0.1295, 0.5198], [-0.7258, 0.1671, -1.5836], [0.8058, 0.4929, 0.0958], [0.0846, 0.1453, 0.4896], [0.2476, 0.3341, -0.0452], [-0.4663, -0.0723, 0.6518], [-0.3862, -0.0479, -0.4489], [0.0435, 0.2037, -0.1039], [0.0090, 0.3011, -0.2806], [0.1648, -0.3239, 0.5137], [0.5523, 0.1858, -0.2152], [0.5406, -0.5357, -0.1293], [0.1669, -0.0683, 0.0661], [-0.0742, 0.2940, -0.3816], [-0.1905, 0.5295, 0.3722], [0.1464, -0.0349, -0.3539], [-0.0424, -0.2891, 0.3627], [0.3203, 0.3074, -1.0983], [0.0095, 0.2186, -0.4774], [-0.8836, -0.2351, 0.2113], [-0.1461, -0.1770, -0.5174], [0.0714, -0.0827, 0.0537], [-0.1887, 0.8541, -1.1295], [-0.0812, -0.7887, 1.0164], [1.1497, 0.8036, 0.7038], [-0.6161, -0.5126, 0.5827], [0.1719, 0.7672, -1.6732], [-0.6267, -0.5426, 1.3976], [-0.4330, -0.4051, -0.3355], [0.3893, 0.4037, 0.2646], [-0.1638, -1.6559, 0.3955], [1.1175, 0.5057, -0.3358], [-0.7247, 0.2366, -0.3210], [-0.0765, 0.0809, 0.0517], [-0.3542, -0.7928, -0.1189], [0.2326, 0.1715, 0.3927], [0.0341, -0.3271, -0.5101], [-0.0186, -0.7403, 0.0335], [-0.4731, 0.2876, -0.6971], [0.1384, 0.1467, 0.3771], [0.1806, 0.3341, -0.2978], [-0.9163, 0.0020, 0.3721], [0.4141, -0.2138, 0.3900], [0.1904, 0.4332, -0.8289], [0.6850, -0.1607, 0.5874], [0.8515, -0.0494, -0.0471], [-0.3059, -0.5199, -0.7021], [-0.8406, 0.3924, -0.1542], [0.3086, 0.4223, 0.2926], [-0.1216, 0.4101, -0.3692], [0.0098, 0.7202, -0.1199], [0.0154, -0.2019, 0.7975], [-1.5184, 0.0505, -1.1752], [1.1740, 0.6275, 0.4962], [0.4204, 0.4438, -0.4993], [-0.6506, 0.5906, 0.0039], [0.6000, 1.0201, 0.2336], [-1.0981, 0.9679, 0.0540], [-0.3211, -1.5434, 0.5085], [1.0942, 1.2361, -0.3472], [1.0190, -0.3786, -0.2999], [-0.7534, 0.9136, -0.5661], [-0.1744, -0.1780, 0.3930], [0.6248, -0.2511, -0.0846], [0.0533, -0.5174, 0.0368], [0.7223, 0.0183, 0.7304], [0.4471, 0.2382, 0.1738], [-0.2121, -0.2440, 0.4900], [0.5064, -0.3595, -0.1522], [0.1190, -0.1949, -0.1822], [0.0672, -0.4871, 0.6581], [0.1138, 0.0926, -0.5467], [-0.6800, -1.0059, 0.0476], [-0.0085, -0.1712, 0.0391], [-0.0012, -0.3996, -0.0475], [-0.7702, 0.2582, -0.0635], [0.7409, -0.2381, -0.1431], [-0.7419, -0.6521, 0.2738], [-0.0856, 0.2351, 0.1478], [-0.3033, -0.2656, 0.1003], [-0.4682, 0.2741, -0.1020], [0.1597, 0.0028, -0.1677], [-0.1498, -0.0996, 0.6249], [-0.2762, 0.0307, -0.1019], [0.2628, 0.2418, -0.3438], [0.7741, -2.0465, -1.6606], [-0.1784, 1.0753, 1.3999], [-0.5481, 0.6636, -0.0644], [-1.4838, -0.3896, -0.5978], [1.2207, -0.1628, 1.0916], [0.3435, 0.5670, -0.3644]], "lowdin_charge": [-0.003, -0.499, -0.037, -0.141, -0.168, -0.118, -0.541, -0.038, -0.031, -0.073, -0.057, 0.047, 0.045, 0.055, 0.090, 0.080, 0.101, 0.119, 0.121, 0.111, 0.101, 0.128, 0.132, 0.091, 0.074, 0.086, 0.066, 0.076, 0.079, 0.096, -0.035, -0.524, -0.025, -0.153, -0.205, -0.144, -0.522, -0.015, -0.017, -0.088, -0.035, 0.108, 0.079, 0.073, 0.082, 0.093, 0.080, 0.133, 0.139, 0.131, 0.093, 0.113, 0.122, 0.084, 0.081, 0.075, 0.058, 0.106, 0.060, 0.071, -0.002, -0.508, -0.019, -0.162, -0.170, -0.121, -0.511, -0.045, -0.024, -0.039, -0.045, 0.083, 0.056, 0.078, 0.077, 0.072, 0.069, 0.124, 0.103, 0.069, 0.094, 0.098, 0.137, 0.070, 0.104, 0.077, 0.075, 0.093, 0.063, 0.110, 0.001, -0.529, -0.037, -0.153, -0.176, -0.138, -0.518, -0.041, -0.011, -0.085, -0.028, 0.067, 0.075, 0.067, 0.052, 0.100, 0.087, 0.127, 0.114, 0.111, 0.100, 0.122, 0.117, 0.091, 0.095, 0.088, 0.055, 0.078, 0.079, 0.100, -0.039, 0.027, 0.077, -0.045, -0.037, 0.039, -0.059, -0.033, 0.046]}